This record from the Open Molecules 2025 dataset describes a molecular structure, C15H24BaN4O5 in a non-equilibrium geometry. The level of theory is ωB97M-V with the def2-TZVPD basis set.

Values from the calculation:
HOMO level = -4.997 eV
gap between HOMO and LUMO = 4.250 eV
electronic energy = -32832.70934 eV

```
! wB97M-V def2-TZVPD RIJCOSX def2/J DEFGRID3
* xyz 0 1
O 2.27 -0.90 1.28
H 2.39 -0.49 2.16
Ba 0.48 0.65 -0.22
N 0.36 -0.91 -2.66
N -1.34 -1.55 -0.92
O 1.20 -0.47 -3.56
O -2.60 -1.63 -0.19
C -0.44 -1.93 -3.03
C -1.39 -2.30 -2.02
C -0.38 -2.61 -4.36
C -2.44 -3.34 -2.24
H 0.40 -2.16 -4.97
H -1.34 -2.51 -4.88
H -0.18 -3.68 -4.24
H -3.40 -2.89 -2.54
H -2.61 -3.93 -1.33
H -2.14 -4.03 -3.03
H 1.80 0.64 -2.73
H -2.36 -2.06 0.66
O -2.21 1.04 0.07
H -2.75 1.67 0.58
H -2.68 0.17 0.06
C 3.69 -2.48 2.00
H 4.58 -1.85 1.96
H 3.90 -3.48 1.60
H 3.35 -2.54 3.03
O 2.00 1.28 -1.92
H 2.82 -1.92 1.34
H 2.82 1.76 -2.13
C 2.08 5.45 0.05
C 2.06 5.87 1.38
C 1.47 5.03 2.33
C 0.93 3.79 1.93
N 0.99 3.38 0.64
C 1.53 4.20 -0.28
C 0.25 2.88 2.90
C -0.21 3.35 4.15
C -0.88 2.48 5.01
C -1.06 1.15 4.61
C -0.58 0.76 3.36
N 0.06 1.60 2.52
H 2.52 6.06 -0.74
H 2.48 6.82 1.68
H 1.42 5.29 3.38
H 1.51 3.85 -1.32
H -0.05 4.40 4.40
H -1.24 2.83 5.98
H -1.57 0.43 5.24
H -0.70 -0.27 3.00
*
```